# 1
Density functional theory data (the ωB97M-V functional and the def2-TZVPD basis) for a molecular structure, C15H12BrF5N3NiS2.

Computed properties:
Orbital gap (spin up / spin down) ... 8.519 / 8.518 eV
2S+1 ... 1
HOMO energy (spin up / spin down) ... -12.20 / -12.20 eV
E_LUMO (spin up / spin down) ... -3.7 / -3.7 eV
Net charge ... +1

Last column: Mulliken charge in e.
CARTESIAN COORDINATES (ANGSTROEM)
Ni -0.13444 0.59278 0.58930  -0.21
C -3.53323 0.67768 -0.19111  -1.16
C -2.91881 -0.56073 0.37075  0.66
N -1.65224 -0.66726 0.69285  0.27
C -1.33680 -1.92025 1.18481  -0.34
C -2.38501 -2.77442 1.23318  -0.12
S -3.79108 -1.99141 0.65568  -0.14
C 0.07585 -2.09581 1.53688  -0.37
C 0.74673 -3.16926 2.01505  -0.13
S 2.39819 -2.77245 2.19467  -0.13
C 2.13250 -1.21293 1.57298  0.63
N 0.86934 -0.98658 1.29562  0.34
C 3.23190 -0.22261 1.39170  -1.16
H -2.79765 1.48039 -0.21727  0.16
H -4.37498 1.00228 0.41940  0.42
H -3.89429 0.49832 -1.20392  0.32
H -2.40399 -3.79788 1.56835  0.46
H 0.36775 -4.14601 2.26456  0.46
H 4.19158 -0.72189 1.27409  0.47
H 3.28775 0.43207 2.26020  0.23
H 3.04232 0.38756 0.51006  0.22
Br 0.41191 -2.66395 -4.08861  -0.16
C 0.35222 -0.92048 -3.40339  -0.55
C 0.47765 0.17969 -4.23623  0.00
C 0.42595 1.44257 -3.67142  -0.88
C 0.25036 1.56085 -2.30452  -0.17
N 0.12721 0.49512 -1.50495  0.24
C 0.17719 -0.72514 -2.04733  0.01
H 0.61474 0.04997 -5.30105  0.48
H 0.52258 2.32885 -4.28165  0.43
H 0.20731 2.52380 -1.81537  0.44
H 0.08045 -1.56703 -1.37302  0.45
F -0.51618 2.84494 0.47923  -0.30
C 0.71711 2.25112 0.94397  0.52
F 1.72246 2.80739 0.24832  -0.27
C 0.80087 2.74502 2.39315  0.62
F 1.96942 2.34542 2.92699  -0.24
F 0.72908 4.06540 2.50035  -0.23
F -0.19169 2.20484 3.11771  -0.25

=====

# 2
Density functional theory data (the ωB97M-V functional and the def2-TZVPD basis) for a molecular structure, C15H12ClN2O2Se3TeW.

Computed properties:
Orbital gap ... 5.963 eV
2S+1 ... 1
HOMO energy ... -11.38 eV
E_LUMO ... -5.4 eV
Net charge ... +1

Last column: Mulliken charge in e.
CARTESIAN COORDINATES (ANGSTROEM)
W -1.16201 1.26431 -0.39596  0.01
O -0.31196 1.80027 -2.09101  -0.50
C 0.87802 1.62228 -2.67333  0.56
C 1.18389 2.38033 -3.79747  -0.61
C 2.40354 2.21424 -4.43037  -0.47
C 3.34183 1.29553 -3.96580  -0.75
C 3.04256 0.53565 -2.85766  -0.90
C 1.81509 0.68779 -2.19260  0.92
C 1.54868 -0.16102 -1.06996  -0.20
N 0.50450 -0.11413 -0.31034  0.90
N 0.44511 -1.11672 0.64848  -1.08
C -0.66685 -1.03743 1.28613  0.82
O -1.54713 -0.07615 0.96144  -0.14
C -1.03193 -1.92384 2.38986  0.50
C -2.18193 -1.66866 3.13357  -0.39
C -2.51515 -2.50489 4.18608  -0.69
C -1.70994 -3.59239 4.49073  -0.40
C -0.56439 -3.84865 3.74606  -0.66
C -0.22070 -3.01696 2.69715  -0.42
H 0.45498 3.08987 -4.16379  0.47
H 2.62513 2.81049 -5.30574  0.42
H 4.28840 1.17600 -4.47239  0.43
H 3.75340 -0.19165 -2.48534  0.42
H 2.26625 -0.93975 -0.82824  0.45
H -2.80775 -0.82148 2.88934  0.45
H -3.40473 -2.30870 4.76883  0.42
H -1.97419 -4.24505 5.31208  0.40
H 0.05906 -4.69902 3.98562  0.40
H 0.66934 -3.20611 2.11333  0.43
Se -2.01388 -0.59315 -2.12054  0.01
Se -3.74481 0.54549 -1.18252  0.01
Te -3.15298 3.07137 -1.39451  0.05
Se -2.62233 2.92635 1.00653  -0.17
Cl 0.55247 2.01597 1.92054  -0.04
C 0.38951 2.57763 0.23379  -0.75
H 1.33932 2.43565 -0.27035  0.56
H 0.07156 3.61649 0.23835  0.55

=====

# 3
Density functional theory data (the ωB97M-V functional and the def2-TZVPD basis) for C15H12ClN5O in the gas phase.

Computed properties:
Orbital gap ... 8.681 eV
2S+1 ... 1
HOMO energy ... -8.62 eV
SMILES string ... O=C1CCN(c2ncc(Cl)c(-n3cnc4ccccc43)n2)C1
E_LUMO ... 0.1 eV
Net charge ... 0

Last column: Mulliken charge in e.
CARTESIAN COORDINATES (ANGSTROEM)
O -4.60020 -1.82504 -0.32746  -0.56
Cl 4.23026 -0.59234 1.12563  -0.19
N 3.12503 3.03571 -0.44197  -0.70
N 0.96206 -2.74297 0.39843  -0.53
N 0.40636 -0.53029 -0.21179  -0.31
C -3.48106 -2.20667 -0.63151  0.41
C 3.14909 1.72606 -0.48561  -0.16
C 0.12836 -1.82784 -0.02304  0.25
C 2.22041 -2.38033 0.64744  -0.46
C 1.64528 -0.14831 0.07648  0.50
C 0.06770 4.86641 0.50930  -0.34
C -0.75144 3.73009 0.75509  -0.68
C 1.35509 4.69319 0.05842  -0.71
C -0.25346 2.42540 0.50263  -0.27
C 2.60797 -1.06891 0.53969  0.13
C 1.85602 3.38103 -0.09035  0.32
C 1.06530 2.27184 0.12170  0.37
N 1.91033 1.20142 -0.08981  0.19
N -1.13519 -2.24235 -0.36979  0.07
C -2.22819 -1.31524 -0.61328  -0.20
C -3.04316 -3.67277 -0.75404  -0.48
C -1.60202 -3.64689 -0.18790  -0.67
H 4.02490 1.16381 -0.75077  0.47
H 2.90732 -3.13468 1.02199  0.42
H -0.32080 5.88959 0.63671  0.35
H -1.76758 3.82321 1.13574  0.39
H 2.06116 5.50823 -0.13345  0.41
H -0.85328 1.53449 0.68076  0.32
H -2.07398 -0.76448 -1.54812  0.27
H -2.27688 -0.56818 0.20040  0.16
H -3.71732 -4.32065 -0.13002  0.30
H -3.06397 -4.01085 -1.79915  0.30
H -1.59309 -3.88819 0.87759  0.34
H -0.96097 -4.36350 -0.69995  0.33

=====

# 4
Density functional theory data (the ωB97M-V functional and the def2-TZVPD basis) for C15H12ClNO3S in the gas phase.

Computed properties:
Orbital gap ... 8.945 eV
2S+1 ... 1
Energy above the lowest of the compared OMol25 structures with the same formula, charge and spin ... 0.00 kJ/mol
HOMO energy ... -9.21 eV
SMILES string ... O=S1(=O)CCN2O[C@@]2(c2ccccc2)c2cc(Cl)ccc21
E_LUMO ... -0.3 eV
Net charge ... 0

Last column: Mulliken charge in e.
CARTESIAN COORDINATES (ANGSTROEM)
O -0.22412 0.10787 -2.57492  -0.68
O -1.54577 -1.66807 -3.02787  -0.80
Cl 0.45015 -3.91129 3.26168  -0.19
O -1.10738 0.94425 1.65220  -0.48
C 3.43370 2.93745 -0.04491  -0.28
C 2.37691 3.44757 0.76646  -0.83
C 3.29630 1.66648 -0.62001  -0.75
C -0.49017 -3.64321 0.71282  -0.53
C 1.14412 2.69744 0.81510  -0.49
C 2.09502 0.88082 -0.41859  0.02
C 0.31856 -1.59274 1.73241  -0.82
C -0.87616 -3.00076 -0.48618  -0.73
C 0.17987 -3.00417 1.77761  -0.02
C 0.98889 1.40948 0.29457  -0.05
C -0.22343 -0.93269 0.53190  0.24
C -0.76420 -1.59711 -0.52187  0.58
N -1.63162 1.17199 0.46878  -0.19
C -0.27082 0.59077 0.59696  1.04
C -2.78547 0.36979 -0.02934  -0.78
C -2.76035 0.26921 -1.57438  -0.79
S -1.26259 -0.74784 -1.91463  1.56
H 4.40901 3.40234 -0.19325  0.36
H 2.45616 4.45624 1.18309  0.34
H 4.13504 1.37255 -1.24737  0.35
H -0.74191 -4.72299 0.74874  0.36
H 0.31260 3.01640 1.36833  0.51
H 2.05324 -0.13680 -0.91969  0.27
H 0.88258 -1.07768 2.47771  0.54
H -1.15284 -3.60681 -1.34960  0.51
H -2.90949 -0.60659 0.38863  0.45
H -3.76522 0.72708 0.28643  0.46
H -2.53781 1.19974 -2.10367  0.41
H -3.48278 -0.41874 -2.03714  0.43

=====

# 5
Density functional theory data (the ωB97M-V functional and the def2-TZVPD basis) for a molecular structure, C15H12CrN2O3S4Sb.

Computed properties:
Orbital gap (spin up / spin down) ... 4.895 / 4.978 eV
2S+1 ... 2
HOMO energy (spin up / spin down) ... -0.55 / -0.63 eV
E_LUMO (spin up / spin down) ... 4.3 / 4.3 eV
Net charge ... -2

Last column: Löwdin spin population.
CARTESIAN COORDINATES (ANGSTROEM)
Cr 0.47509 -0.50031 -0.15842  1.00
C -0.93708 -4.48972 -0.39968  0.00
O -2.18096 -4.12595 0.24591  0.00
C -2.80791 -3.01333 -0.19510  0.00
C -4.14395 -3.08008 -0.52293  0.00
C -4.86137 -1.93830 -0.90770  0.00
C -4.21225 -0.73189 -0.98491  0.00
C -2.84416 -0.62816 -0.66563  0.00
C -2.20974 0.66236 -0.76480  0.01
N -0.94903 0.85640 -0.60593  0.00
N -0.52180 2.18285 -0.71526  0.00
C 0.73352 2.22178 -0.36393  0.00
O 1.41728 1.21620 0.05014  0.00
C 1.43717 3.53813 -0.42917  0.00
C 0.75030 4.71769 -0.70750  0.00
C 1.42988 5.92424 -0.75522  0.00
C 2.80051 5.96284 -0.52871  0.00
C 3.48795 4.78832 -0.25631  0.00
C 2.80991 3.57886 -0.20446  0.00
C -2.12660 -1.75636 -0.21764  0.00
O -0.89175 -1.72266 0.19716  0.03
H -0.20807 -4.71108 0.37557  0.00
H -0.53525 -3.68291 -1.00479  0.00
H -1.13119 -5.36345 -1.02547  0.00
H -4.62303 -4.05093 -0.47236  0.00
H -5.91314 -2.01748 -1.15505  0.00
H -4.74162 0.16212 -1.29730  0.00
H -2.82940 1.52814 -0.99532  0.00
H -0.31484 4.66515 -0.88647  0.00
H 0.88942 6.83869 -0.97062  0.00
H 3.33062 6.90783 -0.56259  0.00
H 4.55710 4.81152 -0.08281  0.00
H 3.32102 2.65017 0.01006  0.00
S 2.54009 -4.55006 -1.48799  0.00
Sb 3.00803 -2.33222 -1.24497  0.01
S 1.12722 -1.05581 -2.21176  -0.04
S 2.18116 -1.57697 1.08961  0.00
S 1.56389 -3.13891 2.27347  0.00

=====

# 6
Density functional theory data (the ωB97M-V functional and the def2-TZVPD basis) for a molecular structure, C15H12CuN5O3.

Computed properties:
Orbital gap ... 5.510 eV
2S+1 ... 1
Energy above the lowest of the compared OMol25 structures with the same formula, charge and spin ... 0.00 kJ/mol
HOMO energy ... -0.62 eV
E_LUMO ... 4.9 eV
Net charge ... -2

Last column: Mulliken charge in e.
CARTESIAN COORDINATES (ANGSTROEM)
Cu 0.90898 -0.31261 -1.46086  0.00
C 4.97347 -1.22543 -0.50113  -1.21
C 3.45294 -1.30282 -0.37343  1.20
O 2.82474 -1.35237 -1.47109  -0.81
C 2.92543 -1.27310 0.91545  -1.16
C 1.53331 -1.18675 1.25933  1.24
C 1.18582 -0.84930 2.69156  -1.13
N 0.60519 -1.36564 0.37154  -0.43
N -0.71476 -1.26467 0.81371  -0.40
C -1.49371 -0.79795 -0.12664  0.65
O -1.17877 -0.33948 -1.27693  -1.03
C -2.96323 -0.80634 0.21511  0.33
C -3.88093 -0.36608 -0.73473  -0.47
C -5.24261 -0.36327 -0.46031  -0.51
C -5.70877 -0.79558 0.77350  -0.32
C -4.79729 -1.23167 1.73028  -0.55
C -3.43888 -1.23793 1.45343  -0.21
H 5.24930 -0.21324 -0.80884  0.22
H 5.29889 -1.90835 -1.28816  0.31
H 5.49136 -1.46337 0.43034  0.32
H 3.63134 -1.16963 1.73165  0.02
H 2.06019 -0.96016 3.33461  0.37
H 0.37052 -1.47941 3.04728  0.29
H 0.83410 0.18342 2.75118  0.23
H -3.48558 -0.02565 -1.68294  0.39
H -5.94275 -0.01608 -1.21270  0.35
H -6.77121 -0.78993 0.99177  0.34
H -5.15055 -1.56790 2.69950  0.35
H -2.71356 -1.57532 2.18165  0.42
O 1.62929 1.62404 -2.20410  -0.44
N 1.51709 2.64198 -1.49070  0.00
C 1.68068 3.82559 -2.11202  0.20
C 1.59494 5.00516 -1.33007  0.20
N 1.53597 5.98868 -0.72648  -0.58
C 1.97244 3.93935 -3.50220  0.37
N 2.20662 4.03181 -4.62857  -0.55

=====

Look up the 2S+1 of the third one.
1